*A*
{"formula": "C2H4O2", "method": "ωB97M-V/def2-TZVPD", "symbols": ["H", "O", "H", "H", "H", "O", "C", "C"], "positions_angstrom": [[1.136, 1.078, -1.003], [-0.675, 0.396, -0.249], [1.231, -0.140, 0.296], [0.753, 1.533, 0.678], [-1.250, -0.879, -0.925], [-0.799, -1.654, 1.127], [0.679, 0.737, -0.061], [-1.075, -1.071, 0.137]], "homo_energy_ha": -0.37542, "homo_lumo_gap_ev": 11.06, "charge": 0}



*B*
{"formula": "C2H4O2", "method": "ωB97M-V/def2-TZVPD", "symbols": ["H", "H", "C", "O", "H", "O", "C", "H"], "positions_angstrom": [[-3.832, -7.374, 2.809], [-7.139, -6.291, 1.246], [-6.641, -5.433, 1.757], [-3.012, -6.078, 1.511], [-3.515, -8.004, 1.044], [-6.985, -5.007, 2.850], [-3.412, -7.183, 1.793], [-5.696, -5.054, 1.299]], "homo_energy_ha": -0.37831, "homo_lumo_gap_ev": 10.63, "charge": 0}



*C*
{"formula": "C2H4O2", "method": "ωB97M-V/def2-TZVPD", "symbols": ["H", "O", "C", "H", "H", "C", "H", "O"], "positions_angstrom": [[3.724, 0.287, -0.542], [-1.418, 0.423, -0.049], [2.749, 0.027, -0.249], [0.669, -0.594, 0.396], [-2.797, -0.740, 0.506], [1.636, -0.299, 0.069], [-1.940, 1.234, 0.211], [-2.624, -0.338, -0.341]], "homo_energy_ha": -0.38343, "homo_lumo_gap_ev": 11.16, "charge": 0}



*B* is preferred energetically. Next in line: 0.594 eV higher.



*A*
{"formula": "C9H15N3O", "method": "ωB97M-V/def2-TZVPD", "symbols": ["H", "H", "C", "C", "C", "C", "H", "C", "C", "N", "H", "H", "N", "H", "H", "H", "N", "H", "C", "H", "H", "C", "H", "H", "C", "H", "H", "O"], "positions_angstrom": [[-1.607, -1.874, 1.929], [-1.378, 1.419, 0.984], [-0.795, -1.838, 1.234], [2.176, 0.903, -0.940], [-1.796, 0.231, -2.849], [-0.430, 0.174, -1.203], [-0.911, -2.212, 0.200], [0.549, 0.069, 2.398], [-0.406, -0.295, 1.287], [0.298, 0.383, -2.320], [-0.308, 0.509, -4.383], [-2.238, 0.107, 0.560], [0.212, 0.121, 0.000], [2.274, -0.228, -2.791], [1.588, 0.042, 2.118], [0.435, -0.686, 3.173], [-1.703, 0.116, -1.450], [1.934, 1.893, -0.563], [-0.572, 0.373, -3.399], [-0.044, -2.561, 1.564], [-2.736, 0.291, -3.192], [1.730, 0.696, -2.359], [3.261, 0.794, -0.860], [0.250, 0.999, 2.984], [-1.676, 0.477, 1.346], [1.863, 1.551, -3.143], [-2.159, 0.358, 2.298], [1.617, -0.151, -0.099]], "homo_energy_ha": -0.27862, "homo_lumo_gap_ev": 8.40, "charge": 0}



*B*
{"formula": "C9H15N3O", "method": "ωB97M-V/def2-TZVPD", "symbols": ["H", "H", "H", "H", "C", "H", "O", "H", "H", "N", "C", "H", "H", "H", "C", "H", "H", "C", "N", "C", "C", "H", "C", "H", "C", "C", "N", "H"], "positions_angstrom": [[1.266, -4.083, 3.198], [-0.961, 0.613, -1.727], [-1.535, 3.019, 0.228], [2.738, 1.723, -2.236], [0.189, 1.653, -0.146], [2.247, 0.222, -1.411], [1.393, 0.848, 1.989], [-3.435, -0.409, -1.898], [-2.307, -0.976, -2.952], [-0.019, 0.336, 0.323], [1.925, 1.174, -1.982], [-0.265, -3.549, 2.881], [-0.053, 3.653, 0.707], [0.829, -3.858, 1.596], [-0.563, 2.695, 0.628], [1.199, 3.113, -1.367], [1.346, 0.973, -2.764], [-0.967, -0.506, -0.102], [-1.357, -0.124, -1.299], [0.707, 0.017, 1.469], [-2.447, -0.820, -1.947], [-0.383, -1.644, 1.103], [1.350, -2.011, 2.496], [-0.919, 2.449, 1.628], [0.772, -3.424, 2.549], [1.061, 1.990, -1.096], [0.557, -1.317, 1.741], [-2.366, -1.758, -1.608]], "homo_energy_ha": -0.28313, "homo_lumo_gap_ev": 8.35, "charge": 0}



*C*
{"formula": "C9H15N3O", "method": "ωB97M-V/def2-TZVPD", "symbols": ["H", "H", "H", "C", "O", "H", "H", "H", "C", "H", "H", "C", "H", "H", "H", "H", "N", "C", "N", "H", "H", "C", "H", "C", "N", "C", "C", "C"], "positions_angstrom": [[2.885, -1.641, -2.007], [1.068, -2.626, -0.255], [-2.300, 0.825, 1.676], [-2.137, 0.698, 0.659], [-3.748, 1.626, -0.877], [0.194, -1.387, -1.215], [3.282, -2.406, -0.247], [-1.267, 3.275, -0.343], [2.013, -0.755, -0.191], [4.097, -0.806, -0.848], [0.125, -1.236, 0.719], [-2.620, -2.709, 0.631], [-1.091, 0.953, 0.432], [1.222, 0.889, 0.851], [-2.721, -3.677, 1.184], [-2.352, -0.829, -1.753], [-2.601, -2.572, -0.712], [3.210, -1.434, -0.866], [-2.395, -0.599, 0.309], [-2.312, 3.414, 1.142], [-2.913, 3.859, -0.560], [-2.862, 1.824, -0.098], [2.874, 1.345, 0.210], [2.025, 0.515, 0.240], [-2.424, -1.543, 1.266], [-2.471, -1.253, -0.853], [0.740, -1.617, -0.167], [-2.308, 3.260, 0.058]], "homo_energy_ha": -0.34235, "homo_lumo_gap_ev": 9.92, "charge": 0}



*C* is preferred energetically. Next in line: 0.404 eV higher.



*A*
{"formula": "C20H29N5O3S", "method": "ωB97M-V/def2-TZVPD", "symbols": ["H", "C", "H", "H", "C", "C", "H", "O", "H", "H", "H", "H", "H", "C", "C", "N", "H", "H", "H", "H", "C", "H", "C", "C", "H", "H", "C", "C", "C", "H", "O", "C", "N", "H", "H", "O", "C", "H", "N", "N", "S", "C", "H", "H", "C", "H", "H", "H", "H", "C", "H", "C", "H", "H", "C", "C", "N", "C"], "positions_angstrom": [[3.725, 0.243, 3.616], [0.416, 1.478, 0.618], [-4.047, -1.724, -2.479], [-5.636, -0.089, -1.827], [0.375, -0.319, -1.160], [4.446, -1.614, 4.010], [4.947, 3.453, 5.197], [0.316, 1.605, -2.509], [3.013, -4.012, 2.231], [1.174, 1.767, 1.340], [5.572, 1.113, 5.804], [-7.757, 1.476, -3.504], [2.944, -3.125, 4.333], [-0.185, 0.523, -2.251], [-1.972, -1.165, -2.570], [4.564, -0.301, 3.783], [-6.005, -0.951, -4.119], [-1.517, -2.065, -3.005], [-1.961, -1.259, -1.482], [-0.548, 1.474, 1.128], [-5.296, 0.501, -2.684], [0.380, 2.195, -0.196], [-1.798, 0.790, -4.022], [-6.132, 0.114, -3.914], [6.855, 1.915, 4.896], [-5.466, 1.556, -2.451], [-3.424, -1.034, -3.051], [4.884, 2.654, 4.462], [1.888, -0.837, 2.181], [-7.981, -0.137, -2.828], [1.907, 0.138, 2.919], [-7.607, 0.415, -3.688], [2.101, -3.204, 0.605], [6.596, -0.345, 4.030], [2.364, -1.450, 4.596], [5.362, -2.380, 4.218], [5.829, 0.396, 3.795], [-1.851, 0.158, -4.915], [-1.224, 0.016, -2.946], [2.448, -2.051, 2.618], [0.863, -1.973, -1.460], [0.715, 0.118, 0.090], [-5.782, 0.668, -4.788], [-3.749, 1.522, -4.554], [5.839, 1.524, 4.828], [5.138, 3.066, 3.488], [-8.194, 0.131, -4.558], [-3.104, 2.219, -3.051], [3.854, 2.307, 4.431], [1.355, -0.906, 0.848], [6.026, 0.807, 2.798], [2.979, -2.098, 3.966], [-3.497, -1.317, -4.115], [-1.131, 1.629, -4.222], [2.535, -3.136, 1.814], [1.510, -2.091, 0.131], [-3.866, 0.316, -2.793], [-3.191, 1.295, -3.632]], "homo_energy_ha": -0.31346, "homo_lumo_gap_ev": 8.67, "charge": 0}



*B*
{"formula": "C20H29N5O3S", "method": "ωB97M-V/def2-TZVPD", "symbols": ["H", "H", "H", "H", "O", "H", "H", "H", "C", "H", "C", "C", "H", "H", "C", "O", "H", "C", "C", "C", "C", "N", "C", "N", "H", "O", "C", "H", "C", "H", "C", "C", "H", "C", "C", "H", "C", "N", "H", "H", "C", "H", "C", "H", "H", "H", "C", "H", "H", "H", "H", "C", "H", "H", "H", "N", "N", "S"], "positions_angstrom": [[7.220, -0.856, 0.180], [-3.388, -1.513, 1.240], [-4.952, 0.869, -1.400], [2.616, 3.414, -0.538], [-2.225, 3.565, 0.661], [0.295, -2.140, -0.895], [-0.921, -2.877, -2.742], [0.186, 4.028, -0.161], [6.149, -0.888, 0.175], [-0.682, -1.769, -4.095], [-3.915, 0.735, -1.087], [0.326, 0.960, 1.396], [-0.321, -0.534, -1.990], [-1.761, 0.064, -2.805], [1.835, 1.021, 1.645], [1.673, 0.009, -1.191], [-0.053, 2.976, 2.060], [-1.711, 2.477, 0.839], [2.047, 3.035, 0.311], [-3.772, 1.265, 0.343], [0.554, 3.015, 0.002], [2.552, 1.701, 0.586], [-0.560, -3.035, 2.236], [5.435, -1.855, 0.686], [2.246, 0.012, 1.717], [3.455, 1.614, -1.750], [-1.849, -2.534, 2.260], [-4.143, -1.357, -0.578], [-0.217, 2.368, 1.162], [0.168, 0.342, 0.511], [-2.380, -1.888, 1.160], [-3.553, -0.749, -1.265], [-4.342, 0.641, 1.039], [-0.335, -2.243, -0.029], [-1.640, -1.723, -0.023], [-4.156, 2.287, 0.390], [-1.313, -1.995, -3.241], [-2.395, 1.322, 0.772], [5.623, 0.915, -0.858], [-3.846, -1.042, -2.280], [4.141, -1.523, 0.471], [-3.287, 1.344, -1.740], [0.185, -2.879, 1.080], [-0.151, 0.485, 2.256], [2.254, 3.655, 1.189], [-1.923, 0.440, 0.884], [-1.338, -0.800, -2.285], [-0.148, -3.539, 3.097], [-2.456, -2.641, 3.148], [1.190, -3.275, 1.032], [3.340, -2.160, 0.785], [4.074, -0.321, -0.185], [-2.315, -2.224, -3.601], [0.391, 2.433, -0.908], [2.049, 1.554, 2.577], [5.371, 0.073, -0.363], [-2.144, -1.034, -1.103], [2.817, 0.773, -0.777]], "homo_energy_ha": -0.28169, "homo_lumo_gap_ev": 8.20, "charge": 0}



*A* is preferred energetically. Next in line: 1.072 eV higher.



*A*
{"formula": "C2H3ClN2", "method": "ωB97M-V/def2-TZVPD", "symbols": ["Cl", "C", "H", "N", "N", "H", "H", "C"], "positions_angstrom": [[1.047, 2.321, 0.058], [0.709, -0.366, 0.096], [-1.446, 0.368, 0.025], [1.749, -0.245, 0.718], [1.569, 0.699, -0.396], [-1.251, -1.316, 0.757], [-1.210, -0.854, -1.189], [-1.167, -0.607, -0.070]], "homo_energy_ha": -0.35754, "homo_lumo_gap_ev": 9.96, "charge": 0}



*B*
{"formula": "C2H3ClN2", "method": "ωB97M-V/def2-TZVPD", "symbols": ["Cl", "H", "N", "C", "H", "H", "C", "N"], "positions_angstrom": [[3.642, 0.533, 0.297], [-2.369, 0.082, 1.379], [-1.118, 0.427, -0.132], [2.612, -0.626, -0.360], [-2.537, -1.113, 0.140], [2.137, -0.167, -1.204], [-2.099, -0.201, 0.435], [-0.267, 1.065, -0.556]], "homo_energy_ha": -0.32499, "homo_lumo_gap_ev": 8.09, "charge": 0}



*A* is preferred energetically. Next in line: 0.465 eV higher.



*A*
{"formula": "C2H3ClN2", "method": "ωB97M-V/def2-TZVPD", "symbols": ["Cl", "N", "H", "H", "N", "C", "H", "C"], "positions_angstrom": [[-0.178, 2.141, 0.033], [0.140, -1.254, -1.339], [-1.158, -1.232, 0.688], [0.507, 0.602, 1.624], [-0.701, -0.381, -1.519], [-0.429, -0.622, -0.137], [1.425, 0.306, 0.163], [0.394, 0.439, 0.487]], "homo_energy_ha": -0.39126, "homo_lumo_gap_ev": 10.89, "charge": 0}



*B*
{"formula": "C2H3ClN2", "method": "ωB97M-V/def2-TZVPD", "symbols": ["Cl", "N", "H", "N", "H", "C", "H", "C"], "positions_angstrom": [[-2.707, 0.855, -0.205], [-1.273, -0.421, 0.120], [1.804, -0.518, 0.066], [-1.300, -1.594, -0.025], [1.611, 1.135, 0.495], [-0.182, -0.077, 0.670], [1.039, 0.333, -1.117], [1.008, 0.286, -0.003]], "homo_energy_ha": -0.34692, "homo_lumo_gap_ev": 8.60, "charge": 0}



*A* is preferred energetically. Next in line: 3.628 eV higher.



*A*
{"formula": "C3H3N3OS", "method": "ωB97M-V/def2-TZVPD", "symbols": ["S", "C", "N", "O", "N", "H", "N", "H", "C", "C", "H"], "positions_angstrom": [[-2.878, -0.587, -0.206], [1.758, 0.511, -0.270], [0.713, 1.228, -0.091], [-2.168, 1.833, 0.171], [0.096, -0.945, 0.442], [2.080, -1.641, -0.173], [-0.325, 0.390, 0.202], [-1.833, -1.510, 0.328], [-1.782, 0.755, 0.161], [1.397, -0.767, 0.069], [2.940, 0.733, -0.633]], "homo_energy_ha": -0.37475, "homo_lumo_gap_ev": 10.18, "charge": 0}



*B*
{"formula": "C3H3N3OS", "method": "ωB97M-V/def2-TZVPD", "symbols": ["S", "H", "C", "O", "N", "H", "N", "C", "C", "N", "H"], "positions_angstrom": [[-0.491, 2.214, -1.049], [-1.560, 0.527, 1.024], [-0.877, -0.333, 1.032], [-0.257, -2.281, 1.598], [0.836, 1.222, -1.282], [1.951, -0.537, -1.160], [-1.185, -1.326, 1.790], [0.981, -0.011, -0.835], [0.266, -0.726, 0.258], [0.573, -1.960, 0.595], [-0.238, 3.210, -1.971]], "homo_energy_ha": -0.34606, "homo_lumo_gap_ev": 9.10, "charge": 0}



*C*
{"formula": "C3H3N3OS", "method": "ωB97M-V/def2-TZVPD", "symbols": ["N", "C", "C", "N", "H", "H", "O", "N", "S", "C", "H"], "positions_angstrom": [[0.868, -0.637, 0.020], [-0.475, -0.372, 0.056], [1.877, 0.246, -0.093], [-2.637, -0.913, 0.017], [-0.442, 1.840, -0.028], [2.907, -0.389, -0.233], [1.782, 1.440, 0.011], [-1.416, -1.339, -0.031], [-2.720, 0.737, 0.026], [-1.043, 0.907, 0.021], [1.299, -1.519, 0.232]], "homo_energy_ha": -0.34656, "homo_lumo_gap_ev": 9.70, "charge": 0}



*C* is preferred energetically. Next in line: 1.608 eV higher.